No. 1
The following is a quantum chemistry calculation of a structure of composition C29H34N10Tc at a distorted geometry, from the Open Molecules 2025 dataset.

```
! wB97M-V def2-TZVPD RIJCOSX def2/J DEFGRID3
* xyz 2 4
Tc -0.147 0.342 -0.069
C 1.511 -1.404 -2.015
N 1.617 -0.177 -1.200
C 1.946 0.939 -2.151
C 2.743 -0.239 -0.230
C 3.939 -0.850 -0.517
C 5.042 -0.575 0.298
C 4.937 0.409 1.244
C 3.767 1.017 1.581
C 2.593 0.553 0.921
N 1.263 0.892 1.204
C 0.781 1.397 2.451
C 1.458 1.427 3.609
C 0.753 1.998 4.737
C -0.463 2.682 4.610
C -1.130 2.554 3.386
C -0.554 1.872 2.349
N -1.194 1.797 1.012
C -0.995 3.065 0.178
C -2.572 1.495 1.310
H 2.343 -1.451 -2.712
H 0.626 -1.372 -2.633
H 1.519 -2.255 -1.374
H 2.972 0.743 -2.564
H 1.990 1.945 -1.716
H 1.265 0.939 -3.001
H 3.994 -1.631 -1.269
H 5.993 -1.182 0.073
H 5.870 0.710 1.777
H 3.751 1.815 2.340
H 2.361 0.746 3.714
H 1.247 2.059 5.717
H -0.884 3.211 5.412
H -2.197 2.750 3.283
H -1.183 3.998 0.708
H -1.544 3.067 -0.776
H 0.087 3.156 -0.177
H -3.183 2.316 1.786
H -2.698 0.633 1.981
H -3.195 1.188 0.437
C -0.207 -2.219 1.671
N -0.732 -1.472 0.567
C -1.645 -2.019 -0.240
C -2.012 -1.364 -1.416
C -2.702 -1.690 -2.610
C -2.617 -0.614 -3.556
C -1.916 0.355 -2.908
N -1.568 0.030 -1.626
C -1.196 -2.108 2.852
C -0.705 -2.145 4.127
C -1.531 -2.181 5.256
C -2.877 -1.994 5.092
C -3.411 -1.802 3.807
C -2.575 -1.920 2.677
H 0.740 -1.838 2.068
H -0.153 -3.325 1.436
H -2.065 -3.008 -0.063
H -2.996 -2.686 -2.837
H -2.811 -0.635 -4.604
H -1.688 1.359 -3.213
H 0.436 -2.223 4.191
H -1.072 -2.615 6.187
H -3.532 -1.942 6.001
H -4.523 -1.845 3.663
H -3.084 -1.912 1.698
N -0.144 1.324 -8.151
N 0.090 0.479 -7.104
N 0.128 -0.899 -7.132
C 0.358 -1.220 -5.900
N 0.514 -0.208 -5.055
N 0.396 0.909 -5.826
H -0.234 0.849 -9.027
H 0.310 2.241 -8.144
H 0.597 -2.241 -5.597
*
```

Results
Orbital gap (spin up / spin down) (eV): 6.914 / 6.240
Highest occupied orbital energy (spin up / spin down) (eV): -13.61 / -13.77
LUMO energy (spin up / spin down) (eV): -6.700 / -7.527

No. 2
The following is a quantum chemistry calculation of a structure of composition C29H34N3O2SbTi, from the Open Molecules 2025 dataset.

```
! wB97M-V def2-TZVPD RIJCOSX def2/J DEFGRID3
* xyz 4 1
Ti 0.111 -0.012 0.081
C 3.741 -0.202 -2.342
O 4.023 0.430 -1.020
C 2.946 0.406 -0.346
N 1.889 -0.195 -0.846
C 2.297 -0.737 -2.187
C 1.295 -0.308 -3.221
C -0.054 -0.241 -2.875
C -1.051 0.039 -3.795
C -0.679 0.297 -5.108
C 0.658 0.249 -5.474
C 1.643 -0.065 -4.537
C 2.794 1.049 0.964
C 3.742 1.693 1.729
C 3.332 2.226 2.954
C 2.004 2.092 3.367
C 1.136 1.430 2.524
N 1.516 0.924 1.345
C -0.291 1.142 2.715
N -0.896 0.436 1.787
C -2.337 0.317 2.205
C -2.376 1.146 3.515
O -0.957 1.557 3.715
C -3.234 0.806 1.104
C -2.831 0.734 -0.224
C -3.614 1.187 -1.272
C -4.869 1.702 -0.977
C -5.313 1.751 0.338
C -4.498 1.308 1.375
H 4.497 -0.967 -2.481
H 3.849 0.591 -3.076
H 2.318 -1.826 -2.114
H -0.372 -0.559 -1.864
H -2.096 0.025 -3.524
H -1.438 0.522 -5.846
H 0.944 0.444 -6.499
H 2.674 -0.130 -4.863
H 4.765 1.788 1.383
H 4.045 2.746 3.584
H 1.659 2.499 4.310
H -2.536 -0.733 2.427
H -2.661 0.589 4.401
H -2.943 2.069 3.436
H -1.860 0.253 -0.469
H -3.274 1.163 -2.295
H -5.499 2.068 -1.777
H -6.295 2.145 0.563
H -4.870 1.357 2.392
C 3.051 -3.443 0.526
C 1.679 -3.885 0.035
Sb 0.080 -2.726 0.832
C -1.800 -3.557 0.198
C -1.696 -5.082 0.210
C 0.314 -2.779 2.953
C 0.455 -4.229 3.422
H 3.807 -4.126 0.138
H 3.132 -3.463 1.613
H 3.314 -2.440 0.180
H 1.413 -4.883 0.392
H 1.577 -3.892 -1.050
H -1.987 -3.151 -0.795
H -2.542 -3.162 0.890
H -0.948 -5.458 -0.488
H -2.661 -5.477 -0.113
H -1.498 -5.487 1.201
H -0.563 -2.285 3.371
H 1.196 -2.178 3.173
H -0.445 -4.814 3.239
H 0.624 -4.225 4.500
H 1.306 -4.738 2.968
*
```

Results
Orbital gap (spin up / spin down) (eV): 5.518 / 5.523
Highest occupied orbital energy (spin up / spin down) (eV): -20.01 / -20.01
LUMO energy (spin up / spin down) (eV): -14.494 / -14.489

No. 3
The following is a quantum chemistry calculation of a structure of composition C29H35AsN4OS2SiV at a distorted geometry, from the Open Molecules 2025 dataset.

```
! wB97M-V def2-TZVPD RIJCOSX def2/J DEFGRID3
* xyz 0 4
V -0.484 0.766 0.960
C 0.472 0.573 7.050
C 0.156 0.826 5.605
C -0.169 2.110 5.155
C -0.443 2.241 3.819
N -0.420 1.203 2.985
C -0.063 -0.007 3.489
S 0.046 -1.237 2.271
N 0.215 -0.210 4.787
H -0.370 0.847 7.687
H 1.327 1.174 7.365
H 0.704 -0.478 7.198
H -0.189 2.962 5.819
H -0.670 3.208 3.385
C 2.874 1.421 -0.522
Si 1.756 1.892 0.937
C 2.804 1.535 2.477
C 1.752 3.786 0.895
H 3.672 2.154 -0.674
H 2.306 1.353 -1.452
H 3.341 0.449 -0.358
H 3.825 1.911 2.361
H 2.863 0.465 2.690
H 2.380 2.022 3.360
H 2.776 4.166 0.825
H 1.328 4.199 1.819
H 1.173 4.183 0.059
S -1.164 2.364 -0.822
C -2.158 2.307 0.566
N -3.166 1.359 0.790
C -4.231 1.976 1.579
C -3.435 3.001 2.376
N -2.440 3.389 1.387
H -3.410 0.829 -0.039
H -4.747 1.254 2.208
H -4.952 2.475 0.924
H -2.982 2.524 3.253
H -4.036 3.850 2.696
H -1.670 3.996 1.621
O -0.580 -0.605 -0.614
As -0.102 -1.455 -1.962
C -1.148 -3.041 -1.999
C -1.057 -3.952 -3.046
C -1.812 -5.113 -3.003
C -2.644 -5.359 -1.916
C -2.724 -4.450 -0.872
C -1.974 -3.280 -0.909
C -0.376 -0.510 -3.589
C -1.531 -0.717 -4.333
C -1.780 0.074 -5.447
C -0.883 1.070 -5.804
C 0.268 1.280 -5.056
C 0.524 0.492 -3.944
C 1.722 -1.956 -1.853
C 2.231 -2.265 -0.594
C 3.541 -2.704 -0.486
C 4.330 -2.827 -1.622
C 3.818 -2.519 -2.874
C 2.504 -2.085 -2.994
H -0.404 -3.772 -3.893
H -1.748 -5.828 -3.812
H -3.228 -6.269 -1.882
H -3.363 -4.649 -0.023
H -2.014 -2.565 -0.096
H -2.240 -1.488 -4.054
H -2.678 -0.082 -6.029
H -1.084 1.688 -6.668
H 0.962 2.062 -5.329
H 1.416 0.672 -3.357
H 1.629 -2.135 0.297
H 3.950 -2.934 0.489
H 5.355 -3.162 -1.532
H 4.439 -2.613 -3.754
H 2.106 -1.840 -3.971
*
```

Results
Orbital gap (spin up / spin down) (eV): 6.776 / 6.619
Highest occupied orbital energy (spin up / spin down) (eV): -6.31 / -6.20
LUMO energy (spin up / spin down) (eV): 0.463 / 0.419

No. 4
The following is a quantum chemistry calculation of a structure of composition C29H35Cl3N4O2P2V at a distorted geometry, from the Open Molecules 2025 dataset.

```
! wB97M-V def2-TZVPD RIJCOSX def2/J DEFGRID3
* xyz 2 2
V -0.858 1.803 -1.415
C -1.642 3.462 -1.933
C -0.701 3.615 -0.797
C -1.163 3.952 0.579
C -2.319 3.086 1.156
C -2.341 1.699 0.683
C -2.760 1.256 -0.583
C -3.732 2.058 -1.366
C -3.106 3.468 -1.754
C -0.085 -2.975 -0.372
H -1.327 3.565 -2.955
H 0.161 4.188 -0.993
H -1.519 4.995 0.596
H -0.308 3.921 1.286
H -2.204 3.102 2.265
H -3.301 3.558 0.967
H -2.517 1.027 1.514
H -2.687 0.202 -0.823
H -4.649 2.236 -0.748
H -4.022 1.513 -2.287
H -3.583 3.745 -2.709
H -3.408 4.217 -1.005
H -0.017 -2.346 -1.269
H -0.824 -3.774 -0.545
H 0.882 -3.425 -0.081
P -0.613 -1.996 0.994
P 2.143 -0.023 -0.306
N -2.368 -2.085 0.773
N -0.204 -2.718 2.416
N 1.355 0.731 -1.678
N 3.588 0.824 -0.144
C -0.293 -0.261 1.262
C 1.054 0.527 1.036
C -3.086 -2.372 -0.401
C -4.441 -2.421 -0.128
C -4.608 -1.985 1.236
C -3.327 -1.754 1.731
C -0.446 -4.073 2.660
C -0.097 -4.344 3.965
C 0.480 -3.146 4.521
C 0.405 -2.166 3.558
C 0.942 0.031 -2.786
C 0.298 0.874 -3.685
C 0.512 2.221 -3.248
C 1.089 2.159 -1.918
C 4.042 2.080 -0.628
C 5.423 2.065 -0.661
C 5.857 0.840 -0.068
C 4.743 0.121 0.297
H -0.688 0.005 2.268
H -1.024 0.152 0.533
H 0.764 1.596 0.863
H 1.633 0.566 1.981
H -2.571 -2.552 -1.347
H -5.243 -2.757 -0.803
H -5.556 -1.876 1.762
H -3.021 -1.403 2.694
H -0.798 -4.708 1.863
H -0.266 -5.276 4.489
H 0.897 -3.039 5.525
H 0.754 -1.140 3.550
H 1.316 -0.983 -2.898
H -0.097 0.566 -4.659
H 0.435 3.125 -3.871
H 1.688 2.899 -1.359
H 3.353 2.872 -0.857
H 6.060 2.828 -1.095
H 6.887 0.506 0.075
H 4.623 -0.835 0.775
Cl 5.633 -3.371 -0.080
C 4.123 -3.585 -1.022
Cl 4.482 -3.538 -2.756
Cl 3.323 -5.113 -0.601
C 3.183 -2.413 -0.532
O 2.890 -2.360 0.665
O 2.801 -1.443 -1.370
*
```

Results
Orbital gap (spin up / spin down) (eV): 3.748 / 3.039
Highest occupied orbital energy (spin up / spin down) (eV): -12.09 / -11.47
LUMO energy (spin up / spin down) (eV): -8.340 / -8.435